A molecular structure, C3H12ClO3V at a distorted geometry, computed with the ωB97M-V functional and the def2-TZVPD basis.

Each line ends with the Mulliken charge.
Cartesian coordinates (Å):
1 V 2.4291 0.6736 -1.3269  1.10
2 Cl 0.6168 -0.3282 -0.2171  -0.37
3 C -2.4274 -0.2327 2.3962  -0.29
4 O -1.4164 -1.1464 2.2435  0.04
5 H -3.1986 -0.6608 3.0444  0.30
6 H -1.9824 0.6390 2.9679  0.35
7 H -2.7774 0.1417 1.4237  0.26
8 H -0.8229 -0.9576 1.4540  0.37
9 C 3.2356 -2.4354 -1.3334  -0.40
10 O 3.6808 -1.0384 -1.3595  -0.50
11 H 3.5792 -2.8902 -0.4088  0.30
12 H 2.1558 -2.4281 -1.3822  0.18
13 H 3.6595 -2.9520 -2.1901  0.30
14 H 4.6471 -1.0381 -1.3043  0.32
15 C -1.9193 2.2319 -0.3728  -0.44
16 O -1.2601 2.8752 -1.4408  -0.52
17 H -1.8670 1.1436 -0.5081  0.05
18 H -1.4455 2.5175 0.5721  0.22
19 H -2.9791 2.4947 -0.3291  0.39
20 H -1.9077 3.3907 -1.9286  0.33

As for the spin multiplicity: 5. As for the LUMO energy (alpha / beta): -8.885 / -12.240 eV. Its expectation value of S² is 6.010. The orbital gap (alpha / beta) comes out at 7.385 / 4.005 eV. The highest occupied orbital energy (alpha / beta) is -16.3 / -16.2 eV. The value obtained for the total energy is -1750.62900 hartree. The value obtained for the relative energy (zero: lowest compared OMol25 entry of this formula, charge and spin) is 0.0 kcal/mol. Its charge is +2.

***

2 unconnected molecules or ions with the total composition C3H12N2 at a distorted geometry, computed with the ωB97M-V functional and the def2-TZVPD basis.

Each line ends with the Mulliken charge.
Cartesian coordinates (Å):
1 C 2.3310 -3.1413 0.1290  -0.75
2 C 3.2722 -1.9720 -0.1942  -0.77
3 H 2.4399 -3.9013 -0.6413  0.26
4 H 2.5257 -3.6512 1.0682  0.28
5 H 1.3163 -2.7756 0.2654  0.21
6 H 4.2130 -1.9990 0.3458  0.27
7 H 2.8465 -0.9943 0.0172  0.25
8 H 3.5225 -2.0128 -1.2527  0.26
9 N -1.8807 1.7206 -0.9133  -0.43
10 C -2.8039 1.9174 0.1453  -0.19
11 N -3.2150 3.2330 0.3670  -0.28
12 H -1.1569 2.4425 -0.9691  0.30
13 H -1.3431 0.8727 -0.7406  0.30
14 H -2.3206 1.5670 1.0849  0.34
15 H -3.6444 1.2281 -0.0501  0.34
16 H -2.5815 3.9564 0.0338  0.30
17 H -3.5211 3.5096 1.3045  0.32

As for the spin multiplicity: 2. As for the LUMO energy (alpha / beta): -3.696 / -8.899 eV. Its expectation value of S² is 0.755. The orbital gap (alpha / beta) comes out at 10.055 / 4.851 eV. The highest occupied orbital energy (alpha / beta) is -13.8 / -13.8 eV. The value obtained for the total energy is -230.64775 hartree. The value obtained for the relative energy (zero: lowest compared OMol25 entry of this formula, charge and spin) is 15.1 kcal/mol. Its charge is +1.

***

2 unconnected molecules or ions with the total composition C3H12N2O at a distorted geometry, computed with the ωB97M-V functional and the def2-TZVPD basis.

Each line ends with the Mulliken charge.
Cartesian coordinates (Å):
1 C -0.8435 1.2913 -0.1290  -1.53
2 C 0.5799 0.7547 -0.2315  -0.53
3 C 0.7859 -0.4022 -1.1861  -1.43
4 N 0.3114 -1.6499 -0.5598  -1.05
5 N -0.8343 2.7668 -0.1194  -0.43
6 H -1.4209 0.9695 -0.9850  0.55
7 H -1.3736 0.8618 0.7262  0.01
8 H 1.2350 1.5628 -0.5598  0.49
9 H 0.9933 0.5293 0.7582  0.47
10 H 1.8499 -0.5250 -1.3722  0.62
11 H 0.2084 -0.2122 -2.0942  0.32
12 H -0.5445 -1.4655 -0.0531  0.29
13 H 0.1814 -2.3964 -1.2327  0.74
14 H -1.7766 3.1353 -0.1368  0.32
15 H -0.4185 3.0776 0.7521  0.31
16 H 0.6445 -2.4997 1.4449  0.38
17 H 0.3981 -3.2282 2.7885  0.71
18 O 0.0242 -2.5700 2.1897  -1.26

As for the spin multiplicity: 2. As for the LUMO energy (alpha / beta): 3.904 / 4.073 eV. Its expectation value of S² is 0.750. The orbital gap (alpha / beta) comes out at 2.440 / 9.709 eV. The highest occupied orbital energy (alpha / beta) is 1.5 / -5.6 eV. The value obtained for the total energy is -306.18442 hartree. The value obtained for the relative energy (zero: lowest compared OMol25 entry of this formula, charge and spin) is 7.7 kcal/mol. Its charge is -1.

***

2 unconnected molecules or ions with the total composition C3H12N2O at a distorted geometry, computed with the ωB97M-V functional and the def2-TZVPD basis.

Each line ends with the Mulliken charge.
Cartesian coordinates (Å):
1 N 0.1620 -0.7428 -2.3482  -0.58
2 C -0.1074 0.3617 -1.4116  -0.52
3 C -0.7502 -0.2623 -0.1810  -0.63
4 C -0.7868 0.6113 1.0605  -0.47
5 N -0.9057 -0.2810 2.2400  -0.55
6 H -0.6848 -1.1057 -2.7668  0.21
7 H 0.7529 -0.4604 -3.1199  0.20
8 H 0.8541 0.8164 -1.1692  0.35
9 H -0.7410 1.1332 -1.8567  0.24
10 H -0.3447 -1.2490 0.0247  0.36
11 H -1.7735 -0.4977 -0.4277  0.35
12 H 0.1309 1.1786 1.2128  0.42
13 H -1.5880 1.3363 1.1303  0.28
14 H -1.8626 -0.5477 2.4121  0.18
15 H -0.4801 -0.0089 3.0827  0.18
16 O 2.8925 0.2415 0.7956  -0.65
17 H 2.6789 -0.1010 -0.0786  0.32
18 H 2.5536 -0.4225 1.4011  0.32

As for the LUMO energy: 1.023 eV. The orbital gap comes out at 10.005 eV. The highest occupied orbital energy is -9.0 eV. The value obtained for the total energy is -306.22835 hartree. The value obtained for the relative energy (zero: lowest compared OMol25 entry of this formula, charge and spin) is 9.8 kcal/mol.

***

3 unconnected molecules or ions with the total composition C3H12N2O at a distorted geometry, computed with the ωB97M-V functional and the def2-TZVPD basis.

Each line ends with the Mulliken charge.
Cartesian coordinates (Å):
1 C -1.5007 -1.7717 -2.1262  -0.47
2 C -1.6743 -1.5709 -3.4257  -0.45
3 H -1.8078 -1.0446 -1.3757  0.22
4 H -1.3218 -2.7864 -1.7967  0.24
5 H -2.1030 -0.6601 -3.8241  0.23
6 H -1.3101 -2.3154 -4.1245  0.22
7 N 1.7561 2.6188 0.6599  -0.51
8 C 1.9289 1.1876 0.5355  0.00
9 O 2.7266 0.6736 1.5684  -0.51
10 H 2.5022 3.2112 0.9735  0.15
11 H 1.0943 3.0301 0.0237  0.16
12 H 0.9183 0.7551 0.4863  0.19
13 H 2.3881 0.9264 -0.4282  0.22
14 H 2.7000 1.3469 2.2590  0.29
15 N -1.4114 -0.7610 2.5199  -0.63
16 H -1.1387 -1.7334 2.5102  0.21
17 H -2.3414 -0.7508 2.1245  0.22
18 H -1.4055 -0.3553 3.4401  0.21

As for the LUMO energy: 0.951 eV. The orbital gap comes out at 9.806 eV. The highest occupied orbital energy is -8.9 eV. The value obtained for the total energy is -306.18363 hartree. The value obtained for the relative energy (zero: lowest compared OMol25 entry of this formula, charge and spin) is 37.8 kcal/mol.

***

2 unconnected molecules or ions with the total composition C3H12N2O at a distorted geometry, computed with the ωB97M-V functional and the def2-TZVPD basis.

Each line ends with the Mulliken charge.
Cartesian coordinates (Å):
1 C -0.8426 0.7402 -1.9540  -1.19
2 C 0.4288 0.1953 -1.3293  -0.15
3 N 0.9802 1.1345 -0.3225  -0.31
4 C 0.2477 1.3272 0.8985  -0.73
5 N 0.1186 0.2082 1.8160  -0.50
6 H -0.7533 1.8006 -2.1510  0.33
7 H -1.6920 0.5926 -1.2720  0.28
8 H -1.1442 0.2076 -2.8611  0.37
9 H 0.2627 -0.7548 -0.8231  0.12
10 H 1.2034 0.0793 -2.0750  0.40
11 H 1.9856 1.1186 -0.3330  0.22
12 H -0.7438 1.7098 0.6949  0.35
13 H 0.7496 2.1479 1.4109  0.37
14 H 1.0172 -0.1941 2.0221  0.23
15 H -0.5764 -0.4731 1.5601  0.23
16 O -0.6626 -2.8063 0.8935  -0.63
17 H -0.0684 -3.5433 0.6693  0.31
18 H -1.2524 -2.8189 0.1272  0.31

As for the LUMO energy: 0.636 eV. The orbital gap comes out at 8.845 eV. The highest occupied orbital energy is -8.2 eV. The value obtained for the total energy is -306.22838 hartree. The value obtained for the relative energy (zero: lowest compared OMol25 entry of this formula, charge and spin) is 9.8 kcal/mol.

***

2 unconnected molecules or ions with the total composition C3H12N2O at a distorted geometry, computed with the ωB97M-V functional and the def2-TZVPD basis.

Each line ends with the Mulliken charge.
Cartesian coordinates (Å):
1 N -0.0829 1.5230 -0.9340  -0.59
2 C -0.9303 0.3616 -1.3186  -0.55
3 C -0.7368 -0.7191 -0.2297  -0.54
4 N -0.7959 -0.2509 1.1491  0.03
5 C 0.0424 -0.8453 2.1374  -0.82
6 H -0.4435 1.8710 -0.0523  0.20
7 H -0.1739 2.2606 -1.6224  0.25
8 H -1.9800 0.6694 -1.3303  0.39
9 H -0.4636 -0.0386 -2.2217  0.32
10 H -1.5124 -1.4781 -0.3584  0.34
11 H 0.2408 -1.1470 -0.3753  0.50
12 H -1.7853 -0.2224 1.4260  0.35
13 H -0.2771 -0.5174 3.1156  0.36
14 H 0.2380 -1.9256 2.0679  0.35
15 H 1.0433 -0.4263 2.0062  0.37
16 H 1.8258 0.6029 -0.9450  0.37
17 H 3.2663 0.3547 -1.4781  0.32
18 O 2.5250 -0.0727 -1.0366  -0.65

As for the spin multiplicity: 2. As for the LUMO energy (alpha / beta): -3.355 / -8.331 eV. Its expectation value of S² is 0.754. The orbital gap (alpha / beta) comes out at 10.982 / 5.970 eV. The highest occupied orbital energy (alpha / beta) is -14.3 / -14.3 eV. The value obtained for the total energy is -305.91629 hartree. The value obtained for the relative energy (zero: lowest compared OMol25 entry of this formula, charge and spin) is 10.3 kcal/mol. Its charge is +1.

***

3 unconnected molecules or ions with the total composition C3H12N2O2 at a distorted geometry, computed with the ωB97M-V functional and the def2-TZVPD basis.

Each line ends with the Mulliken charge.
Cartesian coordinates (Å):
1 H 0.9216 1.8024 -1.4154  0.22
2 N 0.9101 0.7770 -1.3192  -0.26
3 N 2.0204 0.3769 -0.9158  -0.27
4 C 2.1615 -1.0340 -0.7804  -0.54
5 H 2.3012 -1.2196 0.2835  0.21
6 H 3.0802 -1.3246 -1.2920  0.31
7 H 1.2994 -1.6104 -1.1263  0.26
8 C -2.4596 -0.1365 -0.7361  -0.63
9 O -1.1999 -0.7528 -0.6473  -0.54
10 H -2.4753 0.8318 -0.2225  0.26
11 H -3.1847 -0.7977 -0.2616  0.23
12 H -2.7536 0.0182 -1.7793  0.28
13 H -0.4739 -0.1396 -1.0344  0.40
14 C 0.0064 0.8258 2.0898  -0.58
15 O 0.3815 -0.4181 1.5653  -0.50
16 H 0.7484 1.1042 2.8394  0.25
17 H -0.0226 1.6011 1.3137  0.20
18 H -0.9784 0.7815 2.5702  0.25
19 H -0.2829 -0.6858 0.8684  0.43

As for the LUMO energy: 0.476 eV. The orbital gap comes out at 10.196 eV. The highest occupied orbital energy is -9.7 eV. The value obtained for the total energy is -381.40557 hartree. The value obtained for the relative energy (zero: lowest compared OMol25 entry of this formula, charge and spin) is 68.6 kcal/mol.